Record 1
Computed, not measured: C5H8N2 as an isolated structure at a distorted geometry, with ωB97M-V/def2-TZVPD.

As for the energy above the lowest of the compared OMol25 structures with the same formula, charge and spin: 440.2 kJ/mol. The multiplicity is 1. As for the total energy: -8290.4343 eV. As for the orbital gap: 9.2 eV. As for the HOMO energy: -9.05 eV. The LUMO energy comes out at 0.192 eV.

Geometry (Å):
C 1.00321 -1.22497 -0.61606
C -0.01197 -0.31498 0.05698
C 0.36078 0.05586 1.47973
N -0.21592 0.85661 -0.85898
C -1.40181 -0.65059 -0.35449
C -1.10348 1.86218 -0.74895
N -1.88333 2.72215 -0.74181
H 0.98656 -2.19010 -0.10218
H 2.02142 -0.82306 -0.58411
H 0.69782 -1.40968 -1.65150
H 1.41335 0.35044 1.55704
H -0.26580 0.86555 1.86642
H 0.20830 -0.82453 2.11477
H 0.24071 0.79527 -1.76008
H -2.04982 -0.07015 0.34323

---

Record 2
Computed, not measured: a 7-piece molecular cluster, C4H25N3O6 overall at a distorted geometry, with ωB97M-V/def2-TZVPD.

As for the energy above the lowest of the compared OMol25 structures with the same formula, charge and spin: 336.0 kJ/mol. As for the charge: +2. The multiplicity is 1. As for the total energy: -21291.6164 eV. As for the orbital gap: 11.0 eV. As for the HOMO energy: -16.64 eV. The LUMO energy comes out at -5.628 eV.

Geometry (Å):
C 2.22166 0.96393 0.28633
C 1.51963 0.14606 1.38405
C 0.01700 0.52988 1.66991
N -3.09206 -1.40155 1.04436
C -1.91232 -0.99341 1.54482
N -1.04614 -0.17353 0.90317
N 1.40968 1.26033 -0.91692
H 3.33795 0.61483 0.19620
H 2.57935 1.95850 0.72525
H 1.71001 -1.05999 1.15478
H 2.03315 0.10896 2.35722
H 0.09624 0.30817 2.89542
H -0.11741 2.76241 -3.41074
H -3.60555 -2.07147 1.55672
H -3.45029 -1.22700 0.04175
H -1.85632 -1.11314 2.70019
H -0.91221 -0.37843 -0.11840
H 1.27817 0.45037 -1.52261
H 1.98169 1.90359 -1.61436
H 0.51521 1.76271 -0.72565
H 1.34992 -1.67964 -1.10430
H 0.89602 -1.24769 -2.72876
O 1.00167 -1.12984 -1.79095
H 2.45352 -3.35812 -1.22088
H 3.51111 -2.42063 -0.84793
O 2.60799 -2.59779 -0.58337
H -1.11947 3.58720 0.69802
H -2.59343 3.00621 1.26117
O -1.89106 3.02328 0.44087
H -3.11055 0.14065 -1.63093
H -2.85444 -0.97175 -2.46850
O -2.72956 -0.76140 -1.58011
H -0.87620 3.24249 -2.04186
H -0.15116 1.64734 1.85516
O -0.05751 2.97177 -2.45054
H 0.43828 -2.85177 2.10097
H 0.36105 -2.61460 0.54142
O 0.05635 -2.33693 1.39904

---

Record 3
Computed, not measured: one molecule with the formula C3H3NO at a distorted geometry, with ωB97M-V/def2-TZVPD.

As for the energy above the lowest of the compared OMol25 structures with the same formula, charge and spin: 213.1 kJ/mol. The multiplicity is 1. As for the total energy: -6694.2832 eV. As for the orbital gap: 10.4 eV. As for the HOMO energy: -10.04 eV. The LUMO energy comes out at 0.387 eV.

Geometry (Å):
O 2.28862 0.09948 0.06690
C 1.17253 -0.07487 -0.34870
C 0.00168 -0.29907 0.47921
C -1.36579 0.36714 -0.02636
N -1.25495 -0.85653 -0.17572
H 0.94233 -0.06186 -1.43228
H 0.11041 -0.45655 1.54107
H -1.89483 1.28224 -0.10412

---

Record 4
Computed, not measured: one molecule with the formula C6H9F, with ωB97M-V/def2-TZVPD.

As for the energy above the lowest of the compared OMol25 structures with the same formula, charge and spin: 203.4 kJ/mol. The multiplicity is 1. As for the total energy: -9082.5865 eV. As for the orbital gap: 9.9 eV. As for the HOMO energy: -8.85 eV. The LUMO energy comes out at 1.081 eV.

Geometry (Å):
F -0.76151 -1.07150 1.27689
C -0.79935 -0.64900 -0.06641
C 0.51659 -1.12327 -0.65100
C 1.49996 -0.14899 0.11078
C 0.61240 1.01446 0.72253
C -0.63141 0.85058 -0.13430
C -2.00096 0.21545 -0.19424
H 0.54322 -0.96775 -1.73942
H 0.73508 -2.16493 -0.44557
H 2.03059 -0.67996 0.92660
H 2.23730 0.25740 -0.56909
H 0.43934 0.84520 1.78336
H 1.08623 1.99780 0.59303
H -0.36398 1.10693 -1.14251
H -2.65322 0.15195 0.65178
H -2.49028 0.36563 -1.12241

---

Record 5
Computed, not measured: an isolated ion of composition C17H27N2O5 and charge +1 at a distorted geometry, with ωB97M-V/def2-TZVPD.

As for the energy above the lowest of the compared OMol25 structures with the same formula, charge and spin: 26.6 kJ/mol. As for the charge: +1. The multiplicity is 1. As for the total energy: -31277.5303 eV. As for the orbital gap: 8.7 eV. As for the HOMO energy: -10.79 eV. The LUMO energy comes out at -2.077 eV.

Geometry (Å):
O -2.15653 -0.50985 -2.68830
C -1.32680 0.62741 -2.77752
C -1.89748 1.69293 -1.84471
N -1.87625 1.27510 -0.43152
C -2.79594 2.05624 0.41661
C -3.03929 1.27326 1.71992
N -1.86866 0.52077 2.11752
C -1.97779 -0.89922 2.29347
C -1.89848 -1.81763 1.03902
O -2.64064 -1.22436 -0.01292
C -0.44260 -2.13862 0.61412
O -0.26810 -1.82117 -0.75260
C 0.97971 -2.26373 -1.27826
C 2.14693 -1.52092 -0.67725
C 2.87787 -2.07725 0.36097
C 3.92262 -1.39282 0.97938
C 4.19774 -0.12627 0.52481
C 3.46383 0.44502 -0.52042
C 2.44160 -0.23015 -1.13644
O 3.92835 1.70355 -0.76683
C 5.02289 1.89139 0.11291
O 5.14133 0.75743 0.94679
C -0.64335 1.13713 1.70685
C -0.52209 1.27691 0.16516
H -1.93853 -1.12697 -3.39345
H -1.32341 1.03692 -3.79434
H -0.29691 0.37183 -2.50160
H -1.34631 2.62891 -1.96005
H -2.93875 1.85365 -2.13226
H -2.21878 0.25506 -0.36742
H -3.74171 2.20452 -0.10423
H -2.35054 3.03422 0.61218
H -3.30634 1.98614 2.51155
H -3.87546 0.58685 1.58636
H -1.19762 -1.22421 2.98696
H -2.93907 -1.08027 2.77707
H -2.38916 -2.76257 1.30770
H -2.40912 -1.65849 -0.85016
H 0.27659 -1.57790 1.22533
H -0.24377 -3.20676 0.77088
H 0.91216 -2.07678 -2.35241
H 1.08542 -3.34224 -1.10930
H 2.64611 -3.07665 0.69616
H 4.49411 -1.83623 1.77620
H 1.91209 0.21230 -1.96484
H 5.94750 2.02122 -0.47059
H 4.85020 2.78643 0.72795
H -0.60667 2.13259 2.16333
H 0.20376 0.57103 2.09326
H 0.03858 0.44318 -0.25497
H -0.01324 2.20906 -0.09010

---

Record 6
Computed, not measured: a 5-piece molecular cluster, C3H15NO4 overall at a distorted geometry, with ωB97M-V/def2-TZVPD.

As for the energy above the lowest of the compared OMol25 structures with the same formula, charge and spin: 845.3 kJ/mol. The multiplicity is 1. As for the total energy: -13026.2769 eV. As for the orbital gap: 4.5 eV. As for the HOMO energy: -9.81 eV. The LUMO energy comes out at -5.340 eV.

Geometry (Å):
C -0.31796 1.85679 0.89400
C -0.08466 0.74214 -0.31498
C -0.65658 1.26313 -1.55377
N 1.30094 0.43331 -0.62909
H 0.04443 1.62078 1.92571
H -1.37142 2.09615 0.97156
H 0.18855 2.77732 0.57879
H -0.11716 2.18390 -1.83791
H -1.70091 1.53175 -1.35847
H 1.64475 -0.02748 0.23296
H 1.37744 -0.23582 -1.41750
H 0.43890 -1.91191 -1.10683
H 0.25303 -2.22420 0.43239
O -0.16982 -2.30865 -0.40887
H 1.26126 -1.63748 2.55771
H -0.43545 -0.74921 1.93126
O 0.91172 -1.04893 1.83046
H 1.14894 -1.97587 -2.70660
H -1.83711 -1.06488 2.79853
O -1.51403 -0.56099 2.03135
H -0.69932 -0.12572 -0.04983
H -0.53396 0.52906 -2.36970
O 0.86844 -1.16320 -2.43116

---

Record 7
Computed, not measured: C5H4KO as an isolated structure at a distorted geometry, with ωB97M-V/def2-TZVPD.

As for the energy above the lowest of the compared OMol25 structures with the same formula, charge and spin: 266.8 kJ/mol. As for the expectation value of S²: 0.76. The multiplicity is 2. As for the total energy: -23614.7222 eV. As for the orbital gap (alpha / beta): 2.8 / 4.7 eV. As for the HOMO energy (alpha / beta): -4.09 / -6.14 eV. The LUMO energy (alpha / beta) comes out at -1.329 / -1.410 eV.

Geometry (Å):
C 0.02633 1.55142 -1.01850
H -0.65074 1.62117 -1.88051
H 1.64861 -0.01802 -2.22668
H -0.11077 2.27847 -0.20750
C 1.43181 0.26430 -1.19257
C 0.21516 0.14611 -0.53304
C -0.29903 -0.53764 0.57833
C -0.63095 -1.20738 1.56698
O -0.91249 -1.92864 2.53733
K -2.09360 -3.98138 3.67429
H 1.37566 1.81161 -1.29813

---

Record 8
Computed, not measured: an isolated ion of composition C44H49O2Si and charge +1 at a distorted geometry, with ωB97M-V/def2-TZVPD.

As for the energy above the lowest of the compared OMol25 structures with the same formula, charge and spin: 85.4 kJ/mol. As for the charge: +1. The multiplicity is 1. As for the total energy: -58390.2604 eV. As for the orbital gap: 7.0 eV. As for the HOMO energy: -10.50 eV. The LUMO energy comes out at -3.456 eV.

Geometry (Å):
C 0.33176 -5.65377 6.71720
C 0.18265 -4.51210 5.75689
C -0.90845 -3.64623 5.84291
C -1.05651 -2.55252 4.98909
C -2.25462 -1.67985 5.25524
C -0.09271 -2.33207 3.97221
C -0.08504 -1.06123 3.09722
C 0.22000 0.14750 3.98514
C -1.33336 -0.88279 2.19972
C -1.15785 -0.75780 0.62126
C -2.29611 -1.67533 0.09402
C -2.02238 -3.05465 -0.07393
C -0.67347 -3.65524 0.20234
C -3.03549 -3.94930 -0.42121
C -4.36272 -3.54266 -0.46406
C -5.41638 -4.53039 -0.84861
C -4.65852 -2.22019 -0.12035
C -3.65603 -1.29776 0.20555
C -4.16080 -0.01290 0.80752
C 1.02114 -3.19338 3.90008
C 2.13856 -2.96367 2.92014
C 1.13603 -4.27256 4.77094
H 1.23821 -6.22307 6.48071
H 0.41051 -5.29649 7.75455
H -0.53233 -6.33169 6.66939
H -1.65278 -3.81353 6.62491
H -2.12616 -0.63642 4.96237
H -3.15865 -2.05964 4.75444
H -2.47249 -1.69853 6.33422
H 0.76115 -1.14381 2.39743
H 1.12905 -0.06533 4.55917
H 0.40499 1.05069 3.39566
H -0.57992 0.35380 4.70349
H -1.98714 -1.75528 2.40418
H -1.92569 -0.01200 2.49299
H -0.20557 -1.24561 0.37718
H -0.72495 -4.74186 0.05190
H 0.10600 -3.27146 -0.46748
H -0.36155 -3.49835 1.24766
H -2.79324 -5.00135 -0.60186
H -6.40664 -4.06722 -0.88939
H -5.19497 -4.97318 -1.82948
H -5.45347 -5.36019 -0.13017
H -5.70346 -1.90705 -0.04615
H -5.22266 0.08683 0.54491
H -4.13301 -0.03360 1.90776
H -3.67039 0.90337 0.46770
H 2.90743 -3.72902 3.06621
H 1.80551 -3.03749 1.87593
H 2.61692 -1.98573 3.06648
H 2.00559 -4.92703 4.69801
C 3.75907 -0.27131 -5.86036
C 4.37694 0.87610 -5.35872
C 3.67217 1.74426 -4.51339
C 2.34539 1.45697 -4.13601
Si 1.32418 2.58847 -3.07058
C 2.49354 3.69151 -2.10280
C 3.71619 3.20036 -1.61852
C 4.63496 4.04151 -0.97362
C 4.35202 5.40134 -0.79879
C 3.16029 5.91778 -1.31879
C 2.25541 5.07704 -1.98168
C 0.61660 3.82026 -4.33683
C 1.48493 4.55626 -5.17508
C 0.99319 5.52314 -6.06970
C -0.38282 5.76058 -6.14889
C -1.25387 5.01044 -5.34976
C -0.75696 4.04363 -4.46091
O 0.07770 1.24535 -2.17440
C 0.06839 1.09440 -0.90314
C -1.10220 0.62508 0.04590
C -0.88516 1.76620 1.05939
C 0.59684 2.01636 1.12017
O 1.06622 1.67435 -0.25780
C 1.71548 0.33368 -4.69551
C 2.42133 -0.52626 -5.54425
H 4.31117 -0.95801 -6.49988
H 5.40987 1.10690 -5.62254
H 4.17203 2.64402 -4.14079
H 3.96845 2.15043 -1.76413
H 5.58068 3.63291 -0.61244
H 5.05761 6.05263 -0.27506
H 2.94083 6.98403 -1.21777
H 1.36189 5.51203 -2.42996
H 2.56643 4.39724 -5.13663
H 1.68620 6.09174 -6.69872
H -0.77153 6.52380 -6.83289
H -2.32867 5.18204 -5.41806
H -1.43831 3.45785 -3.84280
H -2.00607 0.86136 -0.53010
H -1.38960 2.64937 0.63157
H -1.34841 1.63922 2.04418
H 0.82443 3.06095 1.32858
H 1.12957 1.32269 1.77809
H 0.66825 0.13709 -4.46266
H 1.91536 -1.39665 -5.95592